{
  "formula": "C34H39BiF3N2O6PS2",
  "method": "wB97M-V/def2-TZVPD",
  "total_energy_ev": -96104.022,
  "species": ["Bi", "O", "S", "O", "O", "C", "C", "C", "C", "C", "C", "S", "O", "O", "O", "H", "H", "H", "H", "C", "C", "C", "P", "C", "C", "C", "C", "C", "C", "C", "C", "C", "C", "N", "C", "C", "C", "C", "C", "C", "C", "C", "C", "H", "H", "H", "H", "H", "H", "H", "H", "H", "H", "H", "H", "H", "H", "H", "H", "H", "H", "H", "H", "H", "H", "H", "H", "H", "H", "H", "H", "H", "H", "H", "F", "C", "F", "F", "C", "C", "C", "N", "C", "C", "H", "H", "H", "H"],
  "positions_angstrom": [[1.485427, 0.179205, -0.607225], [5.040890, 2.787828, -0.522292], [4.119313, 1.688990, -0.225746], [2.920999, 2.155122, 0.509777], [3.661695, 0.854106, -1.371887], [5.103309, 0.537082, 0.768660], [6.418680, 0.495413, 0.324227], [7.385113, -0.183545, 1.123982], [6.973142, -0.817575, 2.287221], [5.593557, -0.991026, 2.566135], [4.632365, -0.319280, 1.778080], [3.022799, -1.161133, 1.696976], [2.985196, -2.038571, 2.824548], [2.879703, -1.678557, 0.307451], [1.996542, -0.037953, 1.705323], [6.643141, 0.858940, -0.657653], [8.389372, -0.361545, 0.759911], [7.738719, -1.258070, 2.988225], [5.271141, -1.583337, 3.436892], [0.448047, 2.827670, -2.879705], [0.041422, 3.552937, -1.643956], [1.003497, 4.804329, -1.408743], [-0.120729, 2.406621, -0.268151], [0.154162, 3.580812, 1.171152], [-0.946859, 4.646018, 1.398067], [0.444216, 2.831738, 2.516400], [-1.806646, 1.551396, -0.413117], [-2.932351, 2.353453, 0.167836], [-3.578566, 1.724646, 1.170596], [-4.815604, 2.119729, 1.861261], [-3.744236, -0.843275, 0.604810], [-2.739737, -1.736931, 0.066349], [-1.544576, -1.072686, 0.083450], [-0.384781, -1.552884, -0.393637], [-0.028760, -2.849423, -0.639812], [0.217989, -3.842724, 0.442017], [-0.011693, -3.621322, 1.907807], [0.591828, -5.134441, 0.077341], [0.795950, -5.534518, -1.224046], [1.229740, -6.930208, -1.550185], [0.612287, -4.558853, -2.249927], [0.135495, -3.297710, -2.013570], [-0.268374, -2.435774, -3.226061], [0.249904, 3.420079, -3.768521], [-0.128306, 1.900344, -2.993648], [1.506011, 2.696086, -2.909518], [-0.934815, 3.997782, -1.687782], [0.637620, 5.473421, -0.655375], [1.065292, 5.377677, -2.350429], [1.995137, 4.515115, -1.085458], [1.093086, 4.001116, 0.912306], [-1.806076, 4.229627, 2.010544], [-1.303298, 5.012306, 0.458670], [-0.476262, 5.517168, 1.872300], [-0.436114, 2.311961, 2.935103], [0.753440, 3.567057, 3.261755], [1.284201, 2.092159, 2.335345], [-3.221995, 3.366406, -0.216146], [-5.436038, 2.955479, 1.366863], [-4.686730, 2.594157, 2.790995], [-5.477690, 1.239377, 2.016429], [-4.415743, -1.314489, 1.338790], [-2.986868, -2.722394, -0.337703], [0.690706, -4.221375, 2.503196], [-1.057962, -4.065282, 2.179496], [-0.015019, -2.541690, 2.127596], [0.855823, -5.827422, 0.898388], [1.709974, -7.365444, -0.705311], [1.815351, -7.002945, -2.467755], [0.320141, -7.560611, -1.679593], [0.945495, -4.821515, -3.304752], [-1.358060, -2.448110, -3.277733], [0.143729, -2.897943, -4.110423], [0.033854, -1.404335, -3.134238], [-6.658757, -1.536432, -1.046260], [-6.083751, -0.522534, -0.329533], [-6.759459, 0.649819, -0.665290], [-6.413481, -0.807342, 0.986452], [-4.637184, -0.356910, -0.538999], [-2.940456, 0.328999, 1.313260], [-1.619662, 0.330867, 0.613822], [-1.964854, 1.088222, -1.821262], [-3.081868, 0.638020, -2.274861], [-4.326706, 0.196205, -1.710196], [-2.800527, 0.068119, 2.379747], [-0.833095, 0.697395, 1.302748], [-3.093430, 0.625459, -3.375892], [-5.158367, 0.411692, -2.405922]],
  "forces_ev_per_a": [[-1.13, -1.70, 0.89], [-1.14, -1.62, -0.07], [1.14, 1.82, 0.16], [0.29, -0.69, -0.45], [0.46, 0.41, -0.14], [-0.46, 0.12, -0.65], [0.74, -1.22, 1.71], [-1.25, -0.12, -0.85], [-0.05, -0.46, 1.03], [0.36, 0.87, 0.04], [0.88, -1.32, -0.02], [-0.30, 1.74, -0.64], [-0.24, -0.05, -0.56], [0.78, -0.39, 1.07], [-0.30, -0.35, -0.18], [0.31, 0.65, -0.05], [0.06, 0.46, 0.09], [-1.00, 0.37, -0.96], [0.13, 0.16, -0.76], [-0.92, -0.24, -1.17], [1.15, 1.95, 0.53], [-0.57, -0.92, -0.62], [0.12, 0.27, 0.54], [-1.64, -1.67, 1.83], [0.19, -0.65, 0.49], [0.56, -0.74, -0.84], [0.82, -1.05, -0.12], [-0.99, 0.70, 0.43], [1.42, -0.60, -1.67], [-2.20, 0.69, -1.12], [-1.99, 1.03, 0.60], [1.73, 0.41, 0.32], [0.24, -1.93, -0.93], [2.28, 2.99, 0.30], [0.05, -3.30, 0.19], [-0.58, 1.07, -2.15], [-1.85, -0.20, 0.10], [0.42, -0.03, 0.55], [0.23, 1.26, -1.34], [-1.43, -0.20, -0.45], [0.91, -1.96, -0.57], [-0.23, 1.28, 1.27], [0.02, -0.73, 1.42], [-0.22, 0.20, -0.16], [0.44, 0.08, -0.07], [0.92, -0.55, 0.23], [-0.83, 0.10, -0.55], [-0.41, 0.34, 0.35], [0.04, -0.38, 0.32], [0.34, -0.25, -0.19], [0.76, 0.53, -0.50], [1.11, 0.62, -0.73], [-0.59, 0.23, -0.61], [-0.26, -0.28, 0.29], [0.27, 0.15, -0.34], [0.11, -0.03, -0.05], [-1.01, 0.84, 0.51], [0.34, -1.10, 0.24], [0.99, -1.48, -0.03], [0.70, 0.12, 1.66], [0.37, 0.61, -0.08], [0.35, 0.16, -0.21], [0.46, 0.42, 0.14], [0.02, 0.62, -0.11], [1.60, 0.99, -0.43], [0.13, -0.50, 0.34], [-0.38, 0.26, -0.50], [0.82, -0.35, 0.50], [0.09, 0.02, 0.21], [0.47, 0.33, -0.18], [-0.77, 0.16, 1.32], [-0.04, 0.08, -0.18], [0.06, 0.09, -0.35], [0.18, 0.37, -0.06], [0.56, 0.94, 0.32], [-2.64, -0.06, 0.66], [0.40, -1.47, 0.49], [0.14, 0.62, -1.39], [0.55, 0.06, 0.49], [-1.55, -0.03, 1.22], [-0.78, 1.31, -0.13], [-0.77, 1.02, 0.74], [2.03, 0.20, -0.65], [-1.15, 0.60, 0.10], [-0.26, -0.13, -0.44], [-0.04, -0.91, -0.12], [0.08, -0.45, 0.25], [0.36, -0.21, 0.48]]
}